{
  "formula": "C21H21BCrF4N2O13",
  "method": "ωB97M-V/def2-TZVPD",
  "elements": ["Cr", "F", "F", "F", "F", "O", "O", "O", "O", "O", "O", "O", "O", "O", "O", "O", "O", "O", "N", "N", "C", "C", "C", "C", "C", "C", "C", "C", "C", "C", "C", "C", "C", "C", "C", "C", "C", "C", "C", "C", "C", "B", "H", "H", "H", "H", "H", "H", "H", "H", "H", "H", "H", "H", "H", "H", "H", "H", "H", "H", "H", "H", "H"],
  "positions_angstrom": [[-10.713336, 13.292272, 15.369338], [-17.285472, 14.533882, 12.958775], [-10.646126, 18.382577, 17.456434], [-9.293239, 16.717154, 17.573112], [-11.128073, 16.651740, 18.709865], [-14.601845, 13.536911, 9.956835], [-11.248952, 15.042739, 16.307649], [-9.546206, 9.446165, 13.905308], [-15.113835, 9.727668, 20.170881], [-9.663319, 11.391871, 14.975538], [-8.082066, 15.855995, 13.678204], [-7.425806, 13.908647, 13.051852], [-7.892373, 10.808776, 13.911769], [-10.589798, 16.833730, 15.161058], [-11.724876, 12.199663, 16.846779], [-15.669739, 13.212088, 11.949160], [-9.259474, 14.118504, 14.213319], [-14.762193, 15.151262, 11.501797], [-8.242623, 14.630632, 13.615295], [-9.054581, 10.521830, 14.267539], [-11.242504, 17.709673, 14.274871], [-15.044533, 15.163220, 12.869320], [-14.814937, 9.813433, 15.221176], [-12.479065, 11.592992, 17.588795], [-14.583614, 10.323217, 17.963348], [-11.621409, 16.931236, 12.986947], [-11.309953, 16.413850, 16.284585], [-12.459275, 11.841863, 19.035380], [-11.516415, 12.749115, 19.574287], [-16.013518, 14.011409, 13.038444], [-11.568510, 13.162052, 20.903496], [-13.399220, 11.321684, 19.941635], [-13.776341, 10.614381, 15.712722], [-15.670345, 9.591629, 17.451695], [-13.461344, 11.748663, 21.271767], [-15.781141, 9.294245, 16.081565], [-14.406525, 10.348786, 19.391568], [-13.654489, 10.846253, 17.069804], [-12.528483, 12.648284, 21.758720], [-10.614601, 17.038453, 17.525492], [-14.935167, 13.916814, 11.028035], [-12.257595, 13.132910, 14.002014], [-15.506947, 16.106946, 13.158949], [-10.552514, 18.470293, 13.904249], [-10.678016, 16.655824, 12.501197], [-16.594489, 8.666554, 15.749298], [-10.907632, 13.982967, 21.146183], [-11.699476, 14.110813, 13.951150], [-12.088003, 15.953177, 13.070251], [-12.934005, 13.138467, 13.081372], [-13.000779, 10.912495, 15.022721], [-12.758666, 13.135009, 15.010900], [-14.226741, 11.351837, 21.922639], [-12.103735, 17.473738, 12.169080], [-14.863673, 9.670814, 14.150103], [-12.636681, 12.875400, 22.811017], [-15.883305, 13.558441, 14.020060], [-11.502392, 12.299229, 14.015971], [-14.171275, 15.086601, 13.519291], [-12.098684, 18.307638, 14.599607], [-10.785320, 13.202516, 18.918832], [-12.330412, 16.810875, 16.370767], [-16.405862, 9.156897, 18.112190]],
  "atomic_forces_ev_per_a": [[2.2120, 2.1786, -0.2440], [-0.3173, -0.7152, -0.3278], [-0.5118, -0.0230, 0.1607], [-0.6446, -0.0571, -0.0199], [-0.3440, 0.1805, -0.2790], [-0.1228, -0.2905, 0.4056], [0.0458, -1.7504, 0.6908], [-0.9801, 0.8824, 1.0168], [0.2715, -0.0847, -0.5645], [-1.6461, 0.3241, 1.4194], [-0.6237, -0.6331, -0.0188], [-1.0889, -0.0415, 0.3088], [-1.1749, -0.1860, 0.7287], [-0.8122, 1.3570, 0.4908], [0.8792, -0.1771, -0.0092], [-0.6918, -1.0524, 0.2406], [-1.2292, -0.7992, 0.6927], [1.0291, 0.5338, -0.3968], [1.8143, 0.9947, -0.0656], [2.9739, -0.0251, -2.1389], [-0.3929, -0.0671, -2.3904], [-0.4020, 0.9559, 1.3963], [-0.1081, 0.5052, 0.1269], [-1.3567, 0.7033, -0.1045], [-1.1733, -1.3102, -1.5960], [1.1466, -0.3506, -0.8086], [0.9716, -1.4477, -0.3083], [1.1734, 0.7550, 1.9807], [-0.5412, -0.1311, -0.3676], [1.3264, 1.3666, 0.2042], [0.1229, 0.2414, -0.8129], [-0.2279, -0.2492, -0.8948], [-0.1941, -0.9203, -0.5150], [0.2511, -0.3919, -0.6487], [0.3396, -0.5494, -0.6475], [0.6800, 0.8530, 0.8192], [-0.4388, 1.0424, 2.5722], [0.8592, -0.0819, -0.0034], [-0.5191, -0.3703, 0.0728], [1.8037, -0.5630, -0.2603], [-0.5621, 0.3267, -0.3239], [-1.4264, 0.1220, -0.9086], [-0.2071, -0.0076, -0.3381], [0.3989, -0.0545, 0.4388], [0.1887, -0.0222, 0.2650], [-0.0056, 0.0449, -0.1841], [0.1276, -0.2184, 0.5066], [1.1521, 2.2429, -0.2534], [-0.4586, 0.1814, 0.6182], [-0.7174, -0.2962, -1.1669], [-0.0086, 0.2718, 0.1129], [-1.7068, 0.0330, 1.7595], [-0.0480, -0.1228, -0.0913], [-0.4126, 0.4380, 0.5268], [-0.0194, -0.2560, 0.0094], [0.3741, 0.5007, -0.0524], [-0.2809, -0.6942, -0.3590], [1.2185, -2.2606, -0.6274], [0.2797, -0.4213, -0.4426], [-0.0894, -0.4962, 0.9525], [-0.0183, 0.0010, -0.0595], [-0.2571, -0.0593, -0.5887], [0.1200, 0.1414, 0.3014]],
  "mulliken_charge": [0.22, -0.34, -0.29, -0.27, -0.27, -0.53, -0.33, -0.61, -0.66, -0.34, -0.54, -0.56, -0.54, -0.18, 0.31, -0.33, -0.43, -0.35, 0.62, 0.68, -0.42, 0.17, -0.78, -0.04, -0.02, -0.65, -0.04, 0.22, -0.45, 0.37, -0.71, 0.58, -0.40, -0.67, -0.58, -0.60, 0.57, 0.67, -0.40, 0.62, 0.69, 0.38, 0.38, 0.26, 0.25, 0.42, 0.40, 0.15, -0.05, -0.38, 0.30, -0.03, 0.46, 0.43, 0.47, 0.40, 0.31, 0.28, -0.35, 0.36, 0.40, 0.31, 0.45],
  "charge": -1,
  "e_above_lowest_kcal_mol": 0.0,
  "homo_ev": [-6.20, -6.16],
  "lumo_energy_ev": [-0.14, -0.17],
  "spin_multiplicity": 4,
  "orbital_gap_ev": [6.0563, 5.9930],
  "largest_force_ha_per_bohr": 0.0712
}

{
  "formula": "C21H21BaN5OSTe",
  "method": "ωB97M-V/def2-TZVPD",
  "elements": ["Ba", "Te", "S", "O", "N", "N", "N", "N", "N", "C", "C", "C", "C", "C", "C", "C", "C", "C", "C", "C", "C", "C", "C", "C", "C", "C", "C", "C", "C", "C", "H", "H", "H", "H", "H", "H", "H", "H", "H", "H", "H", "H", "H", "H", "H", "H", "H", "H", "H", "H", "H"],
  "positions_angstrom": [[0.045563, 0.086935, -1.316076], [1.311400, 2.019117, -3.828090], [-1.661304, 0.842165, -4.715456], [-0.418813, -2.106914, 2.581221], [2.170944, 1.370525, 0.216589], [0.164410, -0.393630, 1.154855], [-1.378931, 2.331518, -0.797716], [-1.384689, 3.274019, -1.769884], [-2.205513, -1.252464, -0.335001], [3.297334, 3.408780, 0.761720], [-2.694101, 4.057243, -0.218960], [0.309289, 0.082135, -6.122831], [-2.145587, 4.330975, -1.457394], [-0.625818, -1.352046, 1.621991], [-1.987123, -0.254030, -5.998772], [-2.008449, -1.467097, 0.969507], [-0.843586, -0.558683, -6.665783], [-3.063773, -1.772424, 1.826001], [-2.278401, 5.509768, -2.359639], [1.380283, -0.192806, 1.916405], [2.510055, 1.974544, 2.499822], [2.046014, 1.101318, 1.521668], [-2.491182, 2.003414, 1.375763], [0.033810, 0.879043, -5.050603], [-4.347876, -1.816270, 1.317759], [-2.193914, 2.797969, 0.147210], [-4.550360, -1.575150, -0.035147], [-3.447015, -1.307700, -0.823261], [3.147735, 3.141668, 2.113902], [2.787350, 2.496497, -0.145075], [3.787869, 4.305029, 0.409469], [2.364749, 1.734480, 3.543937], [2.873984, 2.671644, -1.211747], [-0.818578, -1.216139, -7.523683], [-2.987476, -0.593660, -6.213911], [-0.734234, 3.166883, -2.550564], [-1.572615, 1.624980, 1.824130], [-5.187165, -2.034649, 1.965726], [2.097401, -1.014524, 1.771958], [-3.371344, 4.681557, 0.339016], [-3.117220, 1.141583, 1.135926], [-5.538900, -1.597577, -0.472071], [3.517509, 3.836677, 2.856957], [-1.317733, 6.008241, -2.495344], [1.167323, -0.194193, 2.990459], [-2.641254, 5.210773, -3.343533], [1.308862, -0.037040, -6.515516], [-2.979669, 6.225563, -1.937108], [-3.553662, -1.132141, -1.888229], [-3.022953, 2.611860, 2.105186], [-2.843447, -1.967064, 2.865014]],
  "atomic_forces_ev_per_a": [[0.2602, 0.0119, -0.8110], [0.1967, 0.2060, -0.2326], [0.0140, -0.0574, 0.0447], [0.0460, 0.0845, -0.0257], [-0.1434, -0.1491, 0.0103], [-0.1281, -0.1255, 0.0263], [-0.2766, 0.2924, -0.0358], [0.1205, 0.0765, 0.0574], [0.3533, 0.1846, 0.1005], [-0.0071, -0.0196, 0.0057], [-0.0533, 0.0138, -0.0661], [0.0086, -0.0155, -0.0054], [-0.0459, 0.0098, 0.0591], [-0.1286, -0.2219, 0.3302], [-0.0298, -0.0397, -0.0387], [-0.0984, -0.0228, 0.2677], [0.0036, -0.0019, -0.0020], [-0.0817, -0.0691, -0.1029], [0.0174, -0.0108, -0.0131], [-0.0017, -0.1086, 0.1094], [0.1133, 0.0765, -0.1362], [-0.0965, -0.0494, 0.2496], [0.0062, -0.0071, -0.0091], [-0.0744, 0.0013, 0.1810], [0.0201, 0.0038, 0.0272], [0.0468, -0.0619, -0.0078], [0.0237, 0.0082, -0.0711], [-0.0893, -0.0952, 0.0937], [-0.0230, -0.0149, -0.0044], [0.0193, 0.0407, -0.0316], [0.0034, 0.0035, 0.0087], [0.0105, -0.0115, 0.0043], [-0.0141, -0.0123, 0.0031], [0.0071, 0.0003, 0.0025], [-0.0053, 0.0209, 0.0263], [-0.0051, -0.0109, -0.0055], [0.0009, -0.0176, 0.0025], [0.0011, 0.0021, 0.0031], [-0.0090, 0.0142, -0.0258], [0.0011, -0.0068, 0.0098], [-0.0228, 0.0089, 0.0062], [0.0045, -0.0038, -0.0040], [0.0007, 0.0010, -0.0002], [-0.0046, 0.0048, -0.0035], [0.0338, 0.0472, -0.0022], [-0.0010, 0.0047, 0.0021], [-0.0012, -0.0113, 0.0013], [-0.0001, 0.0005, 0.0022], [-0.0003, 0.0164, 0.0001], [0.0159, 0.0162, 0.0019], [0.0124, -0.0064, -0.0024]],
  "mulliken_charge": [1.57, -0.27, 0.06, -0.72, -0.15, -0.05, 0.35, 0.32, -0.34, -0.74, -1.00, -0.67, 0.48, -0.13, -0.69, 0.65, -0.25, -0.53, -1.22, -0.96, -0.63, 0.65, -0.90, 0.11, -0.32, 0.18, -0.59, -0.33, -0.35, -0.14, 0.40, 0.37, 0.23, 0.37, 0.37, -0.18, 0.13, 0.42, 0.35, 0.39, 0.04, 0.40, 0.41, 0.28, 0.30, 0.30, 0.41, 0.34, 0.43, 0.38, 0.44],
  "e_above_lowest_kcal_mol": 0.0,
  "homo_ev": -6.93,
  "lumo_energy_ev": 0.12,
  "orbital_gap_ev": 7.0513,
  "largest_force_ha_per_bohr": 0.0166
}